H12MgO6 | ωB97M-V/def2-TZVPD

LUMO energy (spin up / spin down)   -2.98 / -3.45 eV
Net charge   +1
Frontier orbital gap (spin up / spin down)   0.134 / 0.477 Ha
Total energy   -17920.271 eV
Energy above the lowest of the compared OMol25 structures with the same formula, charge and spin   1.08 kcal per mole
Maximum force   1.231 eV/A
2S+1   2

Element x y z (Å)
Mg -0.051 0.099 0.000
O -0.102 -1.911 0.285
H 0.125 -2.230 1.159
H -0.370 -2.694 -0.195
O -1.903 0.285 0.799
H -2.540 0.867 0.385
H -2.398 -0.164 1.484
O -0.918 -0.301 -1.766
H -1.681 -0.880 -1.750
H -0.407 -0.599 -2.519
O 1.653 -0.118 -1.009
H 2.191 -0.801 -0.609
H 2.180 0.205 -1.740
O 0.877 0.222 1.625
H 0.588 0.563 2.472
H 1.822 0.104 1.725
O 0.158 2.097 -0.168
H 0.223 2.594 0.648
H 0.555 2.665 -0.828

Forces on atoms 1 to 6 (eV/Å):
-0.6036 -0.1265 -1.0658
-0.0362 -0.1272 0.0463
0.3067 -0.1493 0.7868
-0.1810 -0.3763 -0.5327
-0.0942 0.1762 -0.0646
-0.3221 0.5322 -0.3040

C3H5N3S2 | ωB97M-V/def2-TZVPD

LUMO energy   0.04 eV
Net charge   0
Frontier orbital gap   0.329 Ha
Total energy   -29330.913 eV
Energy above the lowest of the compared OMol25 structures with the same formula, charge and spin   41.35 kcal per mole
Maximum force   4.887 eV/A
2S+1   1

Element x y z (Å)
H -0.909 2.629 0.478
N -1.341 2.126 1.287
C -1.123 0.873 1.203
N -0.295 0.217 0.247
S -0.312 0.815 -1.379
C 1.258 -0.070 -1.867
S 1.072 -1.675 -0.929
C 0.009 -1.081 0.478
N -0.543 -1.766 1.464
H 0.042 -2.697 1.418
H -1.382 0.289 2.114
H 1.310 -0.266 -2.918
H 2.216 0.605 -1.596

Forces on atoms 1 to 6 (eV/Å):
-0.4977 -0.3536 0.6411
0.3435 -0.3374 -1.4015
0.7498 1.2198 1.6532
-1.0783 1.3111 0.2559
0.9070 -0.3603 -0.4431
0.9573 1.5249 2.6957

CH12N2O3 | ωB97M-V/def2-TZVPD

LUMO energy   0.72 eV
Net charge   0
Frontier orbital gap   0.384 Ha
Total energy   -10354.258 eV
Energy above the lowest of the compared OMol25 structures with the same formula, charge and spin   11.63 kcal per mole
Maximum force   0.959 eV/A
2S+1   1

Element x y z (Å)
N -2.077 1.008 0.848
C -3.219 0.249 0.366
N -3.570 0.607 -1.001
H -2.388 1.816 1.357
H -1.484 1.234 0.058
H -4.043 0.403 1.066
H -2.979 -0.789 0.385
H -3.746 1.598 -1.025
H -4.412 0.122 -1.284
O 2.600 -0.808 0.000
H 2.074 -0.339 0.658
H 2.716 -1.711 0.294
O -0.004 -0.235 2.475
H -0.901 -0.039 2.141
H -0.046 -1.161 2.734
O 5.314 -0.468 -2.771
H 5.727 -1.292 -3.058
H 4.963 -0.740 -1.912

Forces on atoms 1 to 6 (eV/Å):
-0.3207 -0.6154 0.0095
-0.2063 0.5851 0.0980
0.2144 -0.1477 0.1293
0.2099 0.4588 -0.1744
0.1219 0.2385 0.2186
-0.0406 0.0105 0.1978

C23H33N4Si | ωB97M-V/def2-TZVPD

LUMO energy   -2.50 eV
Net charge   +1
Frontier orbital gap   0.268 Ha
Total energy   -38218.852 eV
Energy above the lowest of the compared OMol25 structures with the same formula, charge and spin   0.00 kcal per mole
Maximum force   1.952 eV/A
2S+1   1

Element x y z (Å)
C -0.703 5.065 -4.325
N 0.090 4.561 -3.207
C 1.067 5.493 -2.653
C -0.217 3.389 -2.565
C -0.836 2.306 -3.271
C -1.100 1.111 -2.611
C -0.939 0.972 -1.201
C -1.225 -0.355 -0.552
C -1.741 -0.269 0.843
C -1.527 -1.313 1.739
C -2.086 -1.358 2.995
C -3.023 -0.354 3.369
N -3.684 -0.420 4.562
C -3.162 -1.203 5.684
C -4.777 0.482 4.898
C -3.282 0.744 2.487
C -2.613 0.783 1.269
C -0.464 2.113 -0.495
C -0.039 3.270 -1.153
H -1.258 4.306 -4.885
H -1.428 5.841 -4.013
H -0.023 5.561 -5.024
H 2.033 5.008 -2.435
H 1.265 6.246 -3.420
H 0.698 6.008 -1.749
H -1.149 2.413 -4.324
H -1.391 0.233 -3.179
H -1.803 -1.033 -1.229
H -0.827 -2.068 1.453
H -1.852 -2.198 3.640
H -2.596 -2.100 5.362
H -2.472 -0.613 6.340
H -4.025 -1.522 6.302
H -5.514 0.531 4.089
H -5.238 0.081 5.809
H -4.441 1.513 5.096
H -4.017 1.528 2.743
H -2.745 1.626 0.597
H -0.363 2.065 0.600
H 0.279 4.145 -0.576
C 4.508 -2.540 0.817
Si 3.985 -3.148 -0.830
C 4.698 -2.132 -2.193
C 4.332 -4.944 -1.061
N 2.214 -2.604 -0.823
C 1.503 -1.447 -0.499
N 0.167 -1.661 -0.554
C 0.027 -3.004 -0.920
C 1.265 -3.585 -1.091
H 5.602 -2.573 0.828
H 4.174 -1.508 0.947
H 4.107 -3.152 1.629
H 5.788 -2.164 -2.061
H 4.429 -2.504 -3.190
H 4.352 -1.097 -2.090
H 5.426 -5.018 -0.981
H 3.917 -5.605 -0.296
H 4.063 -5.361 -2.036
H 1.960 -0.475 -0.228
H -0.954 -3.462 -1.017
H 1.567 -4.607 -1.357

Forces on atoms 1 to 6 (eV/Å):
0.1119 0.4650 -0.2900
0.0823 -0.2490 -0.2011
-0.1356 0.0944 0.0699
-0.8902 -0.0036 0.0677
-0.1458 -0.1067 0.3618
0.4181 0.3327 0.6353

C33H42CsN3O3Si3 | ωB97M-V/def2-TZVPD

LUMO energy   3.85 eV
Net charge   -2
Frontier orbital gap   0.198 Ha
Total energy   -69698.148 eV
Maximum force   1.556 eV/A
2S+1   1

Element x y z (Å)
Cs -1.369 0.090 1.098
C 3.913 0.000 4.588
C 3.067 1.033 4.208
C 1.740 0.767 3.902
C 1.284 -0.543 3.953
C 2.120 -1.587 4.341
C 3.439 -1.305 4.658
N -0.110 -0.772 3.652
N -0.339 -1.913 3.203
C -1.758 -2.187 3.001
C -2.641 -1.610 3.923
C -3.999 -1.806 3.746
C -4.414 -2.569 2.652
C -3.482 -3.146 1.802
C -2.075 -3.016 1.923
H 4.947 0.215 4.829
H 3.437 2.048 4.141
H 1.059 1.552 3.595
H 1.727 -2.593 4.359
H 4.102 -2.109 4.955
H -2.271 -1.053 4.774
H -4.718 -1.383 4.439
H -5.477 -2.721 2.484
H -3.881 -3.754 0.988
C -1.542 2.537 -3.378
Si -0.836 1.100 -4.390
C -0.240 1.916 -6.017
C -2.411 0.162 -4.901
C 0.423 0.069 -3.588
Si 0.449 -1.692 -4.001
C 0.550 -2.048 -5.881
C 1.943 -2.655 -3.321
C -1.025 -2.716 -3.392
Si 1.929 0.848 -3.017
C 3.332 0.992 -4.313
C 1.788 2.613 -2.332
C 2.802 -0.034 -1.540
C 4.071 -0.613 -1.633
C 4.653 -1.220 -0.534
C 3.954 -1.230 0.661
C 2.708 -0.619 0.684
N 2.142 -0.038 -0.367
H -2.216 3.129 -4.006
H -0.779 3.209 -2.984
H -2.117 2.158 -2.531
H -1.043 2.471 -6.514
H 0.137 1.157 -6.706
H 0.579 2.615 -5.826
H -3.094 0.879 -5.367
H -2.917 -0.263 -4.033
H -2.231 -0.643 -5.615
H 1.454 -1.595 -6.296
H -0.299 -1.624 -6.422
H 0.576 -3.123 -6.088
H 2.893 -2.332 -3.754
H 1.799 -3.710 -3.578
H 2.028 -2.587 -2.236
H -1.992 -2.276 -3.645
H -0.988 -2.822 -2.305
H -0.989 -3.722 -3.823
H 2.966 1.604 -5.142
H 3.590 0.016 -4.732
H 4.242 1.454 -3.920
H 1.579 3.344 -3.117
H 2.743 2.879 -1.870
H 1.011 2.687 -1.573
H 4.588 -0.599 -2.584
H 5.630 -1.685 -0.611
H 4.345 -1.695 1.557
H 2.140 -0.603 1.608
O -5.013 3.609 1.633
C -4.472 4.469 0.713
C -5.137 5.624 0.328
C -4.561 6.482 -0.600
C -3.316 6.187 -1.129
C -2.658 5.031 -0.726
C -3.222 4.154 0.188
C -2.479 2.876 0.568
O -1.505 3.010 1.334
O -2.902 1.819 0.052
H -5.904 3.902 1.843
H -6.111 5.851 0.755
H -5.091 7.378 -0.903
H -2.858 6.845 -1.857
H -1.688 4.787 -1.138

Forces on atoms 1 to 6 (eV/Å):
0.9465 -0.6540 -0.5531
0.1160 0.0634 0.0257
-0.0710 0.0090 -0.0354
0.0766 -0.1065 0.0490
-0.6308 -0.2722 0.0683
0.1766 0.2252 -0.0837

C40H60IMoN6O4S2Si4 | ωB97M-V/def2-TZVPD

LUMO energy (spin up / spin down)   1.59 / 1.27 eV
Net charge   -1
Frontier orbital gap (spin up / spin down)   0.218 / 0.237 Ha
Total energy   -122726.943 eV
Energy above the lowest of the compared OMol25 structures with the same formula, charge and spin   0.00 kcal per mole
Maximum force   3.590 eV/A
2S+1   3

Element x y z (Å)
Mo -0.164 0.078 -1.126
C -1.594 -4.259 -0.307
C -0.239 -4.224 -0.946
N 0.290 -5.364 -1.346
C 1.483 -5.364 -1.938
C 2.173 -4.221 -2.289
C 3.468 -4.299 -3.057
O 3.325 -4.079 -4.451
C 1.605 -2.975 -1.929
C 2.126 -1.729 -2.343
N 1.483 -0.600 -2.121
C 1.919 0.612 -2.666
C 3.073 0.970 -3.339
C 3.209 2.314 -3.683
C 2.218 3.223 -3.367
C 1.056 2.820 -2.711
C 0.884 1.497 -2.341
I -2.346 2.058 -3.977
C 0.418 -2.975 -1.123
O -0.026 -1.906 -0.556
H -1.869 -5.288 -0.095
H -2.334 -3.820 -0.981
H -1.593 -3.678 0.614
H 1.875 -6.348 -2.164
H 3.904 -5.298 -2.970
H 4.195 -3.581 -2.647
H 2.811 -3.272 -4.584
H 3.024 -1.694 -2.957
H 3.858 0.268 -3.582
H 4.101 2.641 -4.200
H 2.345 4.265 -3.625
H 0.299 3.559 -2.483
O -5.222 -2.296 -0.821
C -5.040 -1.830 0.423
C -6.010 -2.112 1.390
C -5.878 -1.651 2.684
C -4.773 -0.899 3.051
C -3.805 -0.623 2.111
C -3.918 -1.075 0.799
C -2.788 -0.792 -0.114
O -1.746 -0.260 0.364
N -2.918 -1.145 -1.374
N -1.814 -0.871 -2.123
C -1.815 -1.372 -3.309
S -0.486 -1.202 -4.418
C -1.618 -1.219 -5.860
C -2.587 -2.355 -5.641
S -3.190 -2.303 -3.911
H -4.460 -1.997 -1.376
H -6.858 -2.712 1.099
H -6.641 -1.879 3.414
H -4.660 -0.543 4.064
H -2.920 -0.061 2.363
H -1.024 -1.348 -6.762
H -2.121 -0.252 -5.886
H -2.111 -3.325 -5.789
H -3.453 -2.274 -6.294
C 0.950 0.969 0.583
H 1.688 1.600 0.072
H 0.241 1.666 1.046
N -1.280 1.667 -1.024
C -1.986 2.509 -1.484
N -2.488 3.696 -1.185
C -3.680 4.272 -1.746
C -4.651 4.671 -0.624
C -3.886 5.069 0.644
C -2.532 5.660 0.272
C -1.678 4.549 -0.329
H -4.148 3.552 -2.415
H -3.417 5.151 -2.350
H -5.325 3.843 -0.399
H -5.263 5.504 -0.973
H -3.709 4.186 1.261
H -4.473 5.778 1.228
H -2.024 6.064 1.148
H -2.665 6.475 -0.441
H -1.261 3.926 0.468
H -0.837 4.972 -0.897
C 4.660 -1.009 0.224
Si 3.463 -1.487 1.641
C 4.565 -1.659 3.212
C 2.827 -3.264 1.324
Si 1.842 0.188 2.063
Si 3.020 2.179 2.763
C 1.890 3.657 3.253
C 4.234 1.980 4.241
C 4.068 2.880 1.304
Si 0.200 -0.583 3.572
C -0.778 -2.121 3.002
C -1.006 0.840 4.017
C 1.023 -1.061 5.240
H 5.356 -1.799 -0.050
H 5.250 -0.142 0.511
H 4.098 -0.734 -0.665
H 5.277 -2.477 3.134
H 3.948 -1.848 4.087
H 5.134 -0.756 3.411
H 3.555 -3.889 0.813
H 1.932 -3.251 0.714
H 2.566 -3.760 2.254
H 1.349 3.467 4.175
H 1.153 3.840 2.479
H 2.460 4.574 3.384
H 3.747 1.493 5.079
H 4.618 2.933 4.595
H 5.086 1.368 3.967
H 3.414 3.213 0.502
H 4.724 2.126 0.880
H 4.685 3.729 1.592
H -1.014 -2.011 1.947
H -1.714 -2.262 3.537
H -0.192 -3.030 3.112
H -1.409 1.290 3.115
H -0.479 1.626 4.552
H -1.844 0.527 4.634
H 1.724 -1.879 5.101
H 0.297 -1.376 5.985
H 1.580 -0.227 5.656

Forces on atoms 1 to 6 (eV/Å):
-0.1788 -0.4846 2.6951
0.1307 0.0917 -0.0070
-0.2678 -0.3302 0.0919
-0.4034 0.2453 0.4039
0.6105 0.1354 -0.3966
-0.1081 -0.0548 -0.0127

C5H8NO | ωB97M-V/def2-TZVPD

LUMO energy   4.00 eV
Net charge   -1
Frontier orbital gap   0.200 Ha
Total energy   -8847.562 eV
Energy above the lowest of the compared OMol25 structures with the same formula, charge and spin   84.73 kcal per mole
Maximum force   3.503 eV/A
2S+1   1

Element x y z (Å)
C -1.100 -2.407 0.208
C -0.763 -1.231 0.206
C 0.146 0.120 -0.006
C -0.720 0.934 -0.882
C 0.482 0.877 1.297
N 1.344 -0.157 -0.786
O 2.358 -0.832 -0.072
H -1.660 -3.284 0.245
H -1.839 0.718 -0.765
H -0.427 1.891 -0.662
H -0.576 0.867 -1.985
H 1.083 0.250 2.084
H 0.958 1.789 0.854
H -0.382 1.145 1.872
H 1.097 -0.679 -1.609

Forces on atoms 1 to 6 (eV/Å):
0.1212 2.3112 -0.0036
1.9229 -0.0790 0.4286
-0.6449 -3.3755 -0.1629
-2.8159 -0.8055 -1.9220
1.2340 -1.3411 0.2686
0.8484 0.4386 1.8219

C4H4O3 | ωB97M-V/def2-TZVPD

LUMO energy   0.26 eV
Net charge   0
Frontier orbital gap   0.340 Ha
Total energy   -10351.991 eV
Energy above the lowest of the compared OMol25 structures with the same formula, charge and spin   74.28 kcal per mole
Maximum force   1.692 eV/A
2S+1   1

Element x y z (Å)
C -1.813 0.200 -0.385
C -0.667 -0.771 -0.260
O -0.686 -1.923 -0.650
C 0.621 -0.219 0.198
O 0.846 -0.294 1.461
C 2.845 0.654 0.146
O 3.353 0.952 -0.827
H -2.150 0.508 0.612
H -2.631 -0.284 -0.922
H -1.494 1.100 -0.923
H 1.776 0.075 1.551

Forces on atoms 1 to 6 (eV/Å):
-0.0945 -0.0305 -0.0174
-0.0593 -0.2015 -0.0820
-0.0655 0.3166 0.1866
-0.2088 -0.1046 0.1537
0.0467 0.0283 -0.3582
1.0808 0.5462 -1.1811

Repeat the seventh record exactly.
C5H8NO | ωB97M-V/def2-TZVPD

LUMO energy   4.00 eV
Net charge   -1
Frontier orbital gap   0.200 Ha
Total energy   -8847.562 eV
Energy above the lowest of the compared OMol25 structures with the same formula, charge and spin   84.73 kcal per mole
Maximum force   3.503 eV/A
2S+1   1

Element x y z (Å)
C -1.100 -2.407 0.208
C -0.763 -1.231 0.206
C 0.146 0.120 -0.006
C -0.720 0.934 -0.882
C 0.482 0.877 1.297
N 1.344 -0.157 -0.786
O 2.358 -0.832 -0.072
H -1.660 -3.284 0.245
H -1.839 0.718 -0.765
H -0.427 1.891 -0.662
H -0.576 0.867 -1.985
H 1.083 0.250 2.084
H 0.958 1.789 0.854
H -0.382 1.145 1.872
H 1.097 -0.679 -1.609

Forces on atoms 1 to 6 (eV/Å):
0.1212 2.3112 -0.0036
1.9229 -0.0790 0.4286
-0.6449 -3.3755 -0.1629
-2.8159 -0.8055 -1.9220
1.2340 -1.3411 0.2686
0.8484 0.4386 1.8219